No. 1
Formula: C2H5IOS
Source: OMol25
Level of theory: ωB97M-V with the def2-TZVPD basis set

Element x y z (Å)
C  -0.43  -0.36  0.99
C  0.28  0.79  0.27
O  0.45  0.80  -1.13
S  0.90  -0.44  -2.03
I  -0.96  -1.59  -2.97
H  -1.48  -0.38  0.95
H  0.12  -1.18  0.73
H  -0.15  -0.16  1.99
H  1.28  0.70  0.74
H  -0.03  1.82  0.45

Calculated values
Total energy   -850.27490 hartree
HOMO level   -8.54 eV
SMILES string   CCOSI
Multiplicity   1

=====

No. 2
Formula: C5H10N2O2
Source: OMol25
Level of theory: ωB97M-V with the def2-TZVPD basis set

Element x y z (Å)
C  -1.02  -0.82  -1.07
C  0.74  0.78  -0.04
N  0.46  2.00  -0.66
C  1.93  0.18  -0.13
O  -0.53  -2.04  -0.80
O  -1.10  -0.37  -2.19
H  -0.16  -2.43  -1.61
H  -0.50  2.11  -0.94
H  1.11  2.25  -1.39
H  2.71  0.57  -0.76
H  2.16  -0.72  0.40
N  0.03  -0.71  1.92
C  -0.36  0.33  1.00
C  -1.57  -0.16  0.18
H  0.86  -0.44  2.44
H  0.22  -1.57  1.42
H  -0.63  1.22  1.58
H  -2.20  0.68  -0.12
H  -2.13  -0.87  0.77

Calculated values
Total energy   -456.51486 hartree
HOMO level   -8.42 eV
SMILES string   C=C(N)[C@H](N)CC(=O)O
Multiplicity   1

=====

No. 3
Formula: H28O14
Source: OMol25
Level of theory: ωB97M-V with the def2-TZVPD basis set

Element x y z (Å)
O  -1.07  -4.58  -0.89
H  -0.77  -5.43  -0.63
H  -0.84  -4.66  -1.80
O  -2.91  3.10  -0.11
H  -2.82  3.41  0.80
H  -2.42  2.33  -0.10
O  -0.99  1.62  4.83
H  -1.75  1.49  4.26
H  -0.27  1.71  4.11
O  -0.94  -2.52  3.27
H  0.01  -2.39  3.52
H  -1.30  -3.42  3.06
O  3.49  -0.89  2.94
H  4.32  -0.76  2.49
H  3.82  -0.62  3.80
O  0.30  4.06  -1.68
H  1.15  3.75  -1.30
H  0.42  3.88  -2.61
O  1.96  1.65  -1.94
H  1.79  1.91  -1.09
H  2.08  0.72  -2.18
O  -0.16  0.21  0.85
H  0.65  -0.25  1.15
H  -0.65  -0.25  0.19
O  -1.72  1.44  -2.27
H  -1.28  2.33  -2.09
H  -2.09  1.49  -3.10
O  1.81  -2.29  0.20
H  1.54  -2.82  0.92
H  1.78  -2.65  -0.69
O  4.43  1.28  -0.20
H  4.76  0.71  -0.88
H  4.30  2.18  -0.63
O  -5.17  0.81  -0.57
H  -4.73  -0.04  -0.66
H  -4.60  1.60  -0.65
O  2.12  -1.14  -3.86
H  1.19  -1.20  -3.68
H  2.27  -0.47  -4.47
O  -2.50  -1.53  0.25
H  -2.54  -2.46  0.23
H  -2.65  -1.34  1.18

Calculated values
Total energy   -1070.06920 hartree
HOMO level   -10.44 eV
Multiplicity   1

=====

No. 4
Formula: C28H56As3F18HfO21
Source: OMol25
Level of theory: ωB97M-V with the def2-TZVPD basis set

Element x y z (Å)
Hf  0.73  -0.06  0.55
As  4.70  -0.02  1.81
F  2.72  0.19  1.44
F  4.86  1.68  1.76
F  6.34  -0.46  2.06
F  4.20  -1.70  1.89
F  4.81  -0.13  0.11
F  4.35  0.20  3.49
As  -1.82  -0.61  -7.59
F  -1.35  0.15  -9.10
F  0.68  -1.91  -0.04
F  -2.49  -1.32  -6.07
F  -0.34  -0.18  -6.73
F  -2.79  0.72  -7.24
F  -1.11  -2.19  -7.96
As  -0.97  4.91  -1.17
F  -1.85  5.67  -2.39
F  -2.56  4.35  -0.45
F  -0.31  4.25  0.33
F  0.62  5.40  -1.67
F  -1.14  6.37  -0.36
F  -0.67  3.38  -2.01
C  2.65  -5.36  2.28
C  1.25  -5.85  2.52
O  0.34  -4.69  2.41
C  -0.96  -4.77  2.34
O  -1.64  -3.82  2.56
O  -1.47  -5.93  2.00
C  -2.89  -5.74  1.63
H  2.61  -4.84  1.33
H  3.38  -6.23  2.21
H  2.85  -4.69  3.07
H  1.15  -6.28  3.55
H  0.95  -6.62  1.81
H  -3.52  -5.41  2.53
H  -3.27  -6.76  1.42
H  -3.01  -5.09  0.77
C  2.64  -0.94  -5.36
C  3.55  -0.74  -4.13
O  2.90  -0.15  -3.07
C  2.82  -0.76  -1.90
O  2.06  -0.21  -1.13
O  3.56  -1.80  -1.71
C  3.53  -2.85  -0.74
H  1.66  -1.27  -5.04
H  2.97  -1.64  -6.13
H  2.61  0.08  -5.76
H  4.41  -0.11  -4.45
H  4.00  -1.71  -3.87
H  4.63  -3.16  -0.64
H  2.93  -3.73  -1.20
H  3.10  -2.51  0.20
C  -0.18  1.15  -4.13
C  -1.18  0.16  -3.60
O  -2.11  0.75  -2.67
C  -1.73  0.93  -1.45
O  -0.54  0.63  -1.11
O  -2.58  1.45  -0.59
C  -3.96  1.82  -1.18
H  0.49  1.60  -3.37
H  -0.64  2.02  -4.54
H  0.47  0.69  -4.88
H  -0.74  -0.71  -3.06
H  -1.84  -0.27  -4.35
H  -4.48  2.16  -0.33
H  -4.38  0.90  -1.59
H  -3.79  2.65  -1.89
C  -1.80  5.20  2.64
C  -1.99  3.71  2.64
O  -0.89  3.00  3.37
C  -0.26  2.11  2.70
O  -0.63  1.54  1.68
O  0.88  1.76  3.22
C  1.57  2.57  4.19
H  -1.97  5.67  3.69
H  -2.50  5.64  1.94
H  -0.84  5.52  2.26
H  -2.14  3.36  1.59
H  -2.85  3.38  3.19
H  1.39  2.28  5.23
H  1.42  3.68  4.00
H  2.65  2.43  4.13
C  -3.73  -1.87  -2.52
C  -3.02  -2.26  -1.23
O  -3.65  -1.48  -0.15
C  -2.86  -0.94  0.78
O  -1.64  -1.06  0.86
O  -3.45  -0.28  1.80
C  -4.89  -0.23  1.95
H  -4.19  -0.85  -2.52
H  -4.47  -2.63  -2.68
H  -2.99  -1.88  -3.26
H  -1.96  -2.27  -1.32
H  -3.14  -3.32  -0.92
H  -5.25  -1.27  2.05
H  -5.40  0.28  1.10
H  -5.09  0.31  2.86
C  2.83  3.77  -3.93
C  3.06  3.73  -2.41
O  2.24  2.63  -1.84
C  2.05  2.71  -0.59
O  1.43  1.94  0.17
O  2.79  3.66  -0.04
C  2.65  3.80  1.41
H  2.97  2.80  -4.35
H  3.54  4.52  -4.41
H  1.77  4.13  -4.20
H  2.61  4.64  -2.03
H  4.11  3.66  -2.13
H  3.54  4.42  1.56
H  2.69  2.90  2.01
H  1.74  4.29  1.74
C  -3.50  -1.82  4.66
C  -1.96  -1.72  4.84
O  -1.32  -1.18  3.65
C  -0.03  -1.38  3.54
O  0.52  -1.02  2.49
O  0.58  -1.80  4.59
C  1.98  -2.17  4.54
H  -3.72  -0.82  4.16
H  -4.02  -2.00  5.63
H  -3.82  -2.70  4.09
H  -1.44  -2.62  4.92
H  -1.72  -0.97  5.64
H  2.50  -1.25  4.87
H  2.28  -2.32  3.50
H  2.14  -3.00  5.27

Calculated values
Total charge   +1
Total energy   -11233.76935 hartree
HOMO level   -13.10 eV
Multiplicity   1

=====

No. 5
Formula: C60H53IrNOP3Si
Source: OMol25
Level of theory: ωB97M-V with the def2-TZVPD basis set

Element x y z (Å)
Ir  -0.05  -0.12  -0.02
C  3.86  -0.77  -4.48
C  3.64  -1.47  -3.29
C  2.40  -1.40  -2.68
C  1.37  -0.65  -3.24
C  1.59  0.02  -4.43
C  2.84  -0.03  -5.04
P  -0.23  -0.67  -2.37
C  -1.44  0.09  -3.50
C  -2.55  -0.62  -3.94
C  -3.49  0.00  -4.76
C  -3.32  1.32  -5.14
C  -2.21  2.03  -4.71
C  -1.28  1.42  -3.89
C  -0.63  -2.45  -2.29
C  -0.23  -3.34  -3.28
C  -0.54  -4.69  -3.15
C  -1.24  -5.15  -2.04
C  -1.65  -4.26  -1.06
C  -1.36  -2.91  -1.17
Si  -1.89  -1.55  0.00
C  -2.34  -2.01  1.77
C  -3.49  -2.70  2.14
C  -3.83  -2.84  3.49
C  -3.02  -2.29  4.47
C  -1.85  -1.62  4.12
C  -1.53  -1.48  2.78
P  0.06  -0.81  2.21
C  1.02  -2.33  1.88
C  0.61  -3.58  2.38
C  1.33  -4.72  2.06
C  2.45  -4.64  1.24
C  2.85  -3.42  0.73
C  2.14  -2.27  1.06
C  0.84  -0.04  3.64
C  0.25  1.09  4.22
C  0.85  1.70  5.31
C  2.01  1.18  5.85
C  2.58  0.03  5.31
C  1.99  -0.58  4.21
C  -3.34  -0.60  -0.73
C  -4.52  -1.18  -1.21
C  -5.51  -0.38  -1.75
C  -5.34  1.00  -1.83
C  -4.19  1.59  -1.34
C  -3.19  0.78  -0.79
P  -1.69  1.40  0.04
C  -1.14  2.97  -0.70
C  -2.02  4.06  -0.69
C  -1.64  5.27  -1.26
C  -0.38  5.41  -1.81
C  0.51  4.35  -1.80
C  0.13  3.13  -1.25
C  -2.27  1.94  1.68
C  -3.31  1.26  2.31
C  -3.78  1.70  3.54
C  -3.24  2.84  4.12
C  -2.22  3.53  3.49
C  -1.73  3.08  2.28
H  4.83  -0.82  -4.96
H  4.43  -2.07  -2.86
H  2.23  -1.97  -1.76
H  0.79  0.58  -4.90
H  3.00  0.50  -5.97
H  -2.69  -1.65  -3.65
H  -4.35  -0.56  -5.10
H  -4.05  1.79  -5.78
H  -2.07  3.06  -5.01
H  -0.41  1.99  -3.56
H  0.33  -3.00  -4.14
H  -0.23  -5.38  -3.92
H  -1.46  -6.20  -1.95
H  -2.18  -4.64  -0.19
H  -4.16  -3.11  1.39
H  -4.73  -3.37  3.76
H  -3.29  -2.40  5.51
H  -1.21  -1.21  4.89
H  -0.25  -3.65  3.02
H  1.02  -5.67  2.47
H  3.00  -5.54  0.99
H  3.73  -3.35  0.10
H  2.49  -1.31  0.69
H  -0.68  1.48  3.83
H  0.39  2.57  5.76
H  2.47  1.65  6.71
H  3.47  -0.40  5.75
H  2.41  -1.50  3.82
H  -4.65  -2.26  -1.20
H  -6.42  -0.83  -2.14
H  -6.11  1.61  -2.27
H  -4.07  2.66  -1.42
H  -2.99  3.98  -0.22
H  -2.33  6.10  -1.25
H  -0.08  6.36  -2.24
H  1.50  4.46  -2.22
H  0.82  2.30  -1.27
H  -3.77  0.40  1.84
H  -4.59  1.17  4.02
H  -3.63  3.19  5.07
H  -1.81  4.42  3.94
H  -0.93  3.62  1.79
O  2.00  0.59  -0.60
C  3.05  1.15  -0.18
C  3.35  1.44  1.26
C  4.62  0.72  1.80
C  5.50  0.06  0.74
C  6.20  1.05  -0.19
C  5.25  2.09  -0.77
N  3.94  1.53  -1.10
H  2.46  1.18  1.83
H  3.46  2.53  1.35
H  4.30  -0.03  2.51
H  5.21  1.44  2.37
H  4.89  -0.63  0.14
H  6.24  -0.56  1.23
H  6.70  0.51  -0.99
H  6.98  1.58  0.36
H  5.65  2.52  -1.68
H  5.09  2.92  -0.08
H  3.72  1.27  -2.05

Calculated values
Total charge   +2
Total energy   -3865.83527 hartree
HOMO level   -13.12 eV
Multiplicity   1